#A
{"formula": "H5NOSi", "method": "wB97M-V/def2-TZVPD", "spin_multiplicity": 1, "lumo_energy_ev": -1.0, "total_charge": 0, "symbols": ["N", "O", "Si", "H", "H", "H", "H", "H"], "positions_angstrom": [[1.58, 1.25, 0.60], [-1.36, 0.57, -0.02], [-1.68, -0.84, -0.50], [1.52, 0.21, -0.17], [0.70, 1.31, 0.35], [2.26, 0.84, 1.08], [-2.15, -1.59, -1.67], [-0.87, -1.75, 0.34]], "nbo_charge": [-1.09, -1.13, 1.59, 0.29, 0.41, 0.39, -0.21, -0.24]}

=====

#B
{"formula": "H5NOSi", "method": "wB97M-V/def2-TZVPD", "smiles": "N=[SiH2].O", "spin_multiplicity": 1, "lumo_energy_ev": -0.2, "total_charge": 0, "symbols": ["N", "Si", "H", "H", "H", "O", "H", "H"], "positions_angstrom": [[0.12, 0.83, 0.88], [1.06, 0.11, -0.22], [0.56, 1.54, 1.47], [0.26, -0.39, -1.28], [2.53, 0.08, -0.07], [-1.62, -1.12, -0.23], [-1.51, -0.51, -0.96], [-1.39, -0.53, 0.41]], "nbo_charge": [-1.36, 1.35, 0.38, -0.19, -0.19, -0.92, 0.45, 0.48]}

=====

Stability check: which of them is least stable? #A.

=====

#A
{"formula": "C47H52HfN7O2PS4Si", "method": "wB97M-V/def2-TZVPD", "spin_multiplicity": 1, "lumo_energy_ev": -0.5, "total_charge": 0, "symbols": ["Hf", "C", "Si", "C", "C", "C", "C", "C", "C", "N", "C", "S", "H", "H", "H", "H", "H", "H", "H", "H", "H", "H", "H", "H", "C", "O", "C", "C", "O", "C", "H", "H", "H", "H", "H", "H", "H", "H", "H", "H", "N", "C", "C", "C", "C", "C", "C", "C", "N", "C", "C", "N", "C", "H", "H", "H", "H", "H", "H", "H", "N", "C", "C", "C", "C", "C", "C", "H", "H", "H", "H", "H", "N", "C", "S", "N", "C", "C", "C", "C", "C", "C", "H", "H", "H", "H", "H", "H", "H", "H", "S", "P", "S", "C", "C", "C", "C", "C", "C", "C", "C", "C", "C", "C", "C", "H", "H", "H", "H", "H", "H", "H", "H", "H", "H"], "positions_angstrom": [[0.12, 0.27, 0.41], [-5.11, -2.37, 2.00], [-3.67, -3.39, 2.62], [-3.14, -2.87, 4.34], [-4.19, -5.20, 2.66], [-2.21, -3.25, 1.43], [-1.64, -4.37, 0.86], [-0.52, -4.29, 0.02], [0.01, -3.05, -0.23], [-0.54, -1.93, 0.28], [-1.60, -2.01, 1.11], [-2.06, -0.50, 1.78], [-5.97, -2.50, 2.66], [-5.41, -2.69, 1.00], [-4.87, -1.31, 1.96], [-3.98, -2.93, 5.03], [-2.76, -1.85, 4.35], [-2.35, -3.53, 4.71], [-5.07, -5.30, 3.29], [-3.42, -5.85, 3.07], [-4.46, -5.57, 1.67], [-2.06, -5.35, 1.07], [-0.05, -5.17, -0.39], [0.90, -2.91, -0.83], [0.11, -1.56, -3.21], [0.12, -0.31, -2.56], [0.67, 0.72, -3.38], [1.40, 1.70, -2.49], [0.61, 2.08, -1.37], [-0.28, 3.14, -1.74], [1.13, -1.97, -3.28], [-0.30, -1.47, -4.22], [-0.52, -2.24, -2.64], [-0.14, 1.19, -3.95], [1.39, 0.30, -4.08], [1.69, 2.59, -3.06], [2.30, 1.25, -2.10], [0.31, 3.96, -2.15], [-0.79, 3.48, -0.85], [-1.01, 2.80, -2.48], [-7.66, -0.59, -7.50], [-7.00, -0.32, -6.60], [-6.17, 0.01, -5.48], [-6.74, 0.28, -4.24], [-5.94, 0.59, -3.16], [-4.56, 0.64, -3.32], [-3.98, 0.38, -4.56], [-4.78, 0.05, -5.64], [-3.74, 0.95, -2.21], [-4.03, 1.82, -1.18], [-2.96, 1.77, -0.34], [-2.02, 0.89, -0.84], [-2.52, 0.42, -1.96], [-7.82, 0.24, -4.13], [-6.38, 0.76, -2.19], [-2.91, 0.45, -4.68], [-4.34, -0.15, -6.60], [-4.93, 2.39, -1.15], [-2.81, 2.29, 0.59], [-2.07, -0.32, -2.59], [1.07, 0.00, 2.19], [2.01, -0.91, 2.69], [3.28, -0.47, 3.08], [4.20, -1.37, 3.60], [3.89, -2.72, 3.71], [2.64, -3.16, 3.30], [1.70, -2.26, 2.81], [3.53, 0.58, 2.98], [5.17, -1.01, 3.90], [4.61, -3.42, 4.11], [2.38, -4.21, 3.39], [0.71, -2.61, 2.54], [1.83, 2.75, 2.89], [0.67, 3.24, 2.71], [-0.43, 2.67, 1.45], [0.11, 4.31, 3.38], [0.66, 4.98, 4.49], [1.24, 4.28, 5.55], [1.74, 4.98, 6.64], [1.65, 6.36, 6.70], [1.05, 7.05, 5.65], [0.57, 6.37, 4.55], [1.30, 0.92, 2.57], [2.34, 3.25, 3.63], [-0.71, 4.71, 2.96], [1.26, 3.20, 5.54], [2.19, 4.43, 7.45], [2.04, 6.90, 7.55], [0.97, 8.13, 5.69], [0.12, 6.90, 3.72], [4.18, -0.14, -3.32], [4.15, -0.47, -1.38], [2.39, -0.89, -0.42], [5.16, -1.92, -0.95], [5.16, -2.40, 0.36], [5.96, -3.48, 0.70], [6.76, -4.09, -0.26], [6.76, -3.61, -1.56], [5.96, -2.53, -1.91], [4.91, 0.89, -0.44], [6.28, 1.10, -0.56], [6.90, 2.13, 0.12], [6.15, 2.97, 0.93], [4.78, 2.78, 1.06], [4.17, 1.73, 0.38], [4.53, -1.94, 1.10], [5.94, -3.85, 1.72], [7.38, -4.93, 0.00], [7.38, -4.09, -2.31], [5.95, -2.15, -2.92], [6.87, 0.44, -1.20], [7.96, 2.28, 0.02], [6.63, 3.78, 1.46], [4.19, 3.41, 1.70], [3.11, 1.56, 0.53]], "lowdin_charge": [1.29, -0.18, 0.51, -0.18, -0.19, -0.24, -0.07, -0.05, -0.19, -0.12, -0.74, 0.66, 0.03, 0.03, 0.00, 0.03, 0.01, 0.04, 0.03, 0.03, 0.03, 0.10, 0.11, 0.05, -0.10, -0.33, -0.20, -0.22, -0.34, -0.12, 0.09, 0.10, 0.08, 0.12, 0.10, 0.14, 0.01, 0.10, 0.01, 0.09, 0.17, -0.18, -0.23, -0.01, 0.01, -0.18, 0.01, -0.01, -0.01, -0.02, -0.19, -0.05, -0.12, 0.13, 0.12, 0.11, 0.13, 0.12, 0.05, 0.13, -0.19, -0.40, -0.05, -0.11, -0.13, -0.09, -0.05, 0.09, 0.11, 0.09, 0.10, 0.09, 0.06, -0.81, 0.65, 0.01, -0.26, -0.04, -0.08, -0.10, -0.09, -0.03, -0.01, 0.05, 0.10, 0.12, 0.10, 0.10, 0.10, 0.11, 0.26, 0.15, 0.41, -0.39, -0.09, -0.07, -0.09, -0.09, -0.11, -0.36, -0.09, -0.08, -0.08, -0.08, -0.11, 0.06, 0.10, 0.10, 0.10, 0.06, 0.11, 0.10, 0.10, 0.09, 0.05]}

=====

#B
{"formula": "C47H52HfN7O2PS4Si", "method": "wB97M-V/def2-TZVPD", "spin_multiplicity": 1, "lumo_energy_ev": -0.4, "total_charge": 0, "symbols": ["Hf", "C", "Si", "C", "C", "C", "C", "C", "C", "N", "C", "S", "H", "H", "H", "H", "H", "H", "H", "H", "H", "H", "H", "H", "C", "O", "C", "C", "O", "C", "H", "H", "H", "H", "H", "H", "H", "H", "H", "H", "N", "C", "C", "C", "C", "C", "C", "C", "N", "C", "C", "N", "C", "H", "H", "H", "H", "H", "H", "H", "N", "C", "C", "C", "C", "C", "C", "H", "H", "H", "H", "H", "N", "C", "S", "N", "C", "C", "C", "C", "C", "C", "H", "H", "H", "H", "H", "H", "H", "H", "S", "P", "S", "C", "C", "C", "C", "C", "C", "C", "C", "C", "C", "C", "C", "H", "H", "H", "H", "H", "H", "H", "H", "H", "H"], "positions_angstrom": [[-0.13, 0.39, -0.31], [-0.33, -2.47, 4.58], [-1.24, -0.90, 5.06], [-2.94, -1.36, 5.75], [-0.20, -0.06, 6.41], [-1.54, 0.43, 3.74], [-1.88, 1.71, 4.17], [-2.11, 2.74, 3.26], [-1.93, 2.48, 1.92], [-1.58, 1.28, 1.46], [-1.42, 0.27, 2.34], [-1.03, -1.22, 1.58], [-0.13, -3.07, 5.48], [0.63, -2.25, 4.11], [-0.90, -3.08, 3.89], [-2.85, -2.04, 6.59], [-3.54, -1.85, 4.98], [-3.49, -0.47, 6.08], [0.04, -0.77, 7.20], [-0.72, 0.78, 6.87], [0.74, 0.32, 6.01], [-1.98, 1.91, 5.23], [-2.40, 3.73, 3.59], [-2.07, 3.24, 1.16], [0.66, -2.15, -2.66], [0.59, -0.74, -2.46], [1.54, -0.04, -3.28], [2.63, 0.56, -2.41], [2.07, 1.48, -1.48], [1.92, 2.80, -2.01], [1.68, -2.51, -2.54], [0.31, -2.39, -3.66], [0.02, -2.62, -1.92], [0.99, 0.75, -3.80], [1.98, -0.72, -4.00], [3.38, 1.05, -3.04], [3.12, -0.23, -1.84], [2.02, 2.80, -3.10], [2.70, 3.44, -1.59], [0.93, 3.15, -1.76], [2.78, 10.19, 3.24], [2.64, 9.08, 3.01], [2.47, 7.68, 2.74], [3.51, 6.79, 2.97], [3.34, 5.44, 2.73], [2.12, 4.97, 2.27], [1.08, 5.86, 2.02], [1.25, 7.21, 2.25], [1.93, 3.58, 2.07], [2.56, 2.55, 2.75], [2.04, 1.40, 2.26], [1.11, 1.70, 1.29], [1.07, 3.01, 1.20], [4.46, 7.17, 3.33], [4.16, 4.76, 2.90], [0.12, 5.49, 1.68], [0.45, 7.90, 2.06], [3.28, 2.72, 3.52], [2.27, 0.39, 2.53], [0.44, 3.55, 0.51], [-0.82, 1.79, -1.42], [-1.84, 1.99, -2.29], [-3.19, 2.10, -1.86], [-4.21, 2.47, -2.72], [-3.96, 2.68, -4.07], [-2.66, 2.54, -4.54], [-1.62, 2.22, -3.67], [-3.38, 1.95, -0.80], [-5.22, 2.59, -2.33], [-4.76, 2.96, -4.74], [-2.45, 2.70, -5.59], [-0.61, 2.19, -4.05], [-2.43, -2.75, -3.63], [-2.82, -1.64, -2.97], [-2.29, -1.37, -1.38], [-3.71, -0.84, -3.55], [-4.21, -0.96, -4.88], [-3.36, -1.17, -5.96], [-3.88, -1.26, -7.24], [-5.25, -1.14, -7.45], [-6.09, -0.91, -6.37], [-5.57, -0.82, -5.09], [-1.95, -3.44, -3.09], [-2.94, -3.05, -4.44], [-3.92, 0.01, -3.04], [-2.29, -1.23, -5.79], [-3.21, -1.41, -8.08], [-5.65, -1.22, -8.45], [-7.15, -0.80, -6.53], [-6.23, -0.64, -4.25], [4.32, -2.66, -1.67], [3.07, -2.80, -0.16], [2.05, -1.14, 0.40], [1.90, -4.20, -0.37], [0.66, -4.20, 0.25], [-0.15, -5.33, 0.16], [0.28, -6.45, -0.53], [1.52, -6.44, -1.16], [2.33, -5.32, -1.08], [3.92, -3.34, 1.38], [5.22, -3.81, 1.32], [5.85, -4.25, 2.49], [5.17, -4.21, 3.70], [3.87, -3.73, 3.75], [3.24, -3.29, 2.59], [0.32, -3.33, 0.79], [-1.13, -5.32, 0.64], [-0.35, -7.33, -0.58], [1.86, -7.31, -1.70], [3.29, -5.29, -1.58], [5.75, -3.83, 0.38], [6.86, -4.63, 2.45], [5.66, -4.54, 4.60], [3.34, -3.69, 4.69], [2.23, -2.92, 2.61]], "lowdin_charge": [1.25, -0.20, 0.54, -0.17, -0.18, -0.24, -0.08, -0.07, -0.16, -0.09, -0.75, 0.54, 0.04, 0.01, 0.01, 0.03, 0.03, 0.03, 0.03, 0.02, 0.03, 0.10, 0.10, 0.11, -0.13, -0.36, -0.17, -0.22, -0.30, -0.10, 0.03, 0.09, 0.03, 0.11, 0.13, 0.14, 0.02, 0.09, 0.09, 0.05, 0.17, -0.18, -0.23, -0.01, 0.00, -0.17, 0.01, -0.01, 0.00, -0.01, -0.13, -0.03, -0.14, 0.13, 0.12, 0.11, 0.13, 0.12, 0.07, 0.13, -0.19, -0.44, -0.09, -0.13, -0.14, -0.12, -0.05, 0.09, 0.10, 0.09, 0.10, 0.08, 0.12, -0.79, 0.65, 0.09, -0.24, -0.04, -0.07, -0.09, -0.08, -0.01, 0.10, 0.10, 0.10, 0.12, 0.11, 0.10, 0.11, 0.12, 0.24, 0.12, 0.32, -0.38, -0.12, -0.08, -0.09, -0.08, -0.10, -0.37, -0.10, -0.08, -0.09, -0.08, -0.11, 0.02, 0.11, 0.10, 0.10, 0.08, 0.06, 0.10, 0.10, 0.10, 0.06]}

=====

Stability check: which of them is least stable? #B.